No. 1
Below is a molecular structure, C28H77N5O13V, with properties calculated with ωB97M-V with the def2-TZVPD basis set.

Last column: Mulliken spin population.
Geometry (Å):
V (2.27, -0.32, 2.57)  2.36
O (0.47, -1.05, 1.65)  -0.01
C (0.57, -0.96, 0.21)  0.04
C (1.64, 0.12, -0.35)  -0.03
O (2.71, 0.46, 0.62)  -0.32
H (-0.34, -0.87, -0.39)  0.01
H (0.94, -1.95, -0.05)  -0.02
H (1.13, 1.06, -0.55)  0.00
H (2.10, -0.10, -1.31)  -0.01
C (3.97, 2.46, -2.62)  0.00
C (5.04, 2.56, -1.59)  0.00
C (4.63, 3.51, -0.48)  0.00
O (5.48, 3.32, 0.65)  0.00
C (5.55, 4.50, 1.39)  0.00
N (5.18, 1.24, -0.89)  -0.01
H (3.00, 2.19, -2.20)  0.00
H (4.17, 1.75, -3.42)  0.00
H (3.93, 3.35, -3.24)  0.00
H (5.95, 3.00, -2.00)  0.00
H (3.60, 3.36, -0.18)  0.00
H (4.75, 4.52, -0.87)  0.00
H (6.09, 5.36, 0.99)  0.00
H (6.04, 4.37, 2.35)  0.00
H (4.53, 4.81, 1.64)  0.00
H (4.25, 0.99, -0.60)  0.01
H (5.45, 1.88, -0.16)  0.00
C (-4.98, -0.28, -2.32)  0.00
C (-3.74, 0.51, -1.62)  0.00
C (-3.50, -0.01, -0.15)  0.00
O (-4.49, 0.18, 0.94)  0.00
C (-4.17, -0.40, 2.18)  0.00
N (-2.58, 0.31, -2.55)  0.00
H (-4.60, -1.20, -2.77)  0.00
H (-5.37, 0.31, -3.15)  0.00
H (-5.90, -0.27, -1.74)  0.00
H (-3.95, 1.58, -1.55)  0.00
H (-2.60, 0.54, 0.12)  0.00
H (-3.21, -1.05, -0.28)  0.00
H (-4.36, -1.48, 2.14)  0.00
H (-4.68, 0.20, 2.93)  0.00
H (-3.11, -0.30, 2.40)  0.00
H (-2.45, -0.69, -2.52)  0.00
H (-2.92, 0.46, -3.49)  0.00
C (4.13, -3.85, -0.61)  0.00
C (4.54, -2.82, -1.68)  0.00
C (3.46, -2.64, -2.72)  0.00
O (3.69, -1.45, -3.56)  0.00
C (2.46, -1.13, -4.22)  0.00
N (4.75, -1.53, -1.01)  0.00
H (3.09, -3.56, -0.42)  0.00
H (4.67, -3.78, 0.34)  0.00
H (4.02, -4.76, -1.20)  0.00
H (5.51, -3.13, -2.07)  0.00
H (2.52, -2.60, -2.17)  0.00
H (3.33, -3.51, -3.36)  0.00
H (2.57, -0.16, -4.70)  0.00
H (1.58, -1.11, -3.58)  0.00
H (2.33, -1.84, -5.04)  0.00
H (3.87, -1.04, -1.09)  0.00
H (4.67, -1.65, -0.01)  0.00
C (-1.13, 3.43, 0.97)  0.00
C (-1.83, 3.24, 2.39)  0.00
C (-3.36, 3.32, 2.28)  0.00
O (-3.88, 3.31, 3.58)  0.00
C (-5.25, 3.31, 3.65)  0.00
N (-1.35, 1.87, 2.69)  0.00
H (-1.23, 4.46, 0.63)  0.00
H (-1.52, 2.76, 0.20)  0.00
H (-0.07, 3.22, 0.84)  0.00
H (-1.65, 4.01, 3.13)  0.00
H (-3.69, 2.53, 1.61)  0.00
H (-3.68, 4.26, 1.83)  0.00
H (-5.64, 4.16, 3.09)  0.00
H (-5.46, 3.55, 4.69)  0.00
H (-5.69, 2.33, 3.47)  0.00
H (-1.79, 1.69, 3.59)  0.00
H (-1.74, 1.18, 2.07)  0.00
C (-4.44, -4.98, -1.36)  0.00
C (-3.37, -4.25, -0.49)  0.00
C (-2.32, -3.35, -1.25)  0.00
O (-1.70, -3.99, -2.32)  0.00
C (-1.03, -5.20, -1.99)  0.00
N (-4.14, -3.54, 0.60)  0.00
H (-5.07, -4.33, -1.98)  0.00
H (-5.07, -5.60, -0.73)  0.00
H (-3.96, -5.75, -1.96)  0.00
H (-2.67, -4.91, 0.03)  0.00
H (-1.63, -2.91, -0.54)  0.00
H (-2.87, -2.52, -1.70)  0.00
H (-0.33, -5.14, -1.16)  0.00
H (-0.46, -5.57, -2.85)  0.00
H (-1.68, -6.01, -1.66)  0.00
H (-3.27, -3.26, 1.02)  0.00
H (-4.56, -2.74, 0.15)  0.00
C (-2.05, -4.61, 3.77)  0.00
C (-1.07, -3.76, 2.87)  0.00
O (-1.76, -2.88, 2.04)  0.00
O (-1.36, -5.67, 4.32)  0.00
H (-2.73, -4.98, 3.00)  0.00
H (-2.54, -4.02, 4.54)  0.00
H (-0.37, -4.34, 2.26)  0.00
H (-0.44, -3.14, 3.51)  0.00
H (-1.07, -2.26, 1.77)  0.01
H (-1.90, -6.12, 4.97)  0.00
C (2.05, 2.58, 3.66)  0.00
C (3.49, 2.55, 3.09)  -0.01
O (3.89, 1.19, 3.23)  0.00
O (1.29, 1.43, 3.18)  0.00
H (1.71, 3.62, 3.60)  0.00
H (2.12, 2.51, 4.75)  -0.01
H (4.18, 3.27, 3.54)  0.00
H (3.40, 2.72, 2.02)  0.01
H (4.57, 1.24, 3.91)  0.00
H (0.36, 1.64, 3.35)  0.00
C (0.13, 3.35, -3.85)  0.00
C (-0.21, 3.14, -2.36)  0.00
O (-1.66, 3.00, -2.38)  0.00
O (0.03, 4.65, -4.31)  0.00
H (-0.57, 2.74, -4.42)  0.00
H (1.20, 3.12, -3.83)  0.00
H (0.14, 4.00, -1.80)  0.00
H (0.25, 2.22, -2.00)  -0.01
H (-1.90, 2.08, -2.53)  0.00
H (0.65, 4.71, -5.04)  0.00

E_HOMO (alpha / beta) ... -10.60 / -10.63 eV
Orbital gap (alpha / beta) ... 0.1611 / 0.2028 hartree
Multiplicity ... 3
Net charge ... +1

***

No. 2
Below is a single C2H9N4P molecule, with properties calculated with ωB97M-V with the def2-TZVPD basis set.

Last column: Löwdin charge in e.
Geometry (Å):
C (1.50, 0.28, 0.70)  -0.25
C (1.58, 0.24, -0.82)  -0.26
N (-2.10, 1.29, 0.08)  -0.22
N (0.14, 0.65, 1.18)  -0.16
N (0.20, -0.05, -1.18)  -0.18
N (-1.43, -1.87, 0.48)  -0.13
P (-0.98, 0.16, 0.08)  0.65
H (1.65, -0.76, 1.05)  0.11
H (2.25, 0.79, 1.25)  0.10
H (1.72, 1.31, -1.14)  0.11
H (2.38, -0.34, -1.26)  0.11
H (-2.99, 1.03, -0.35)  -0.05
H (0.14, 1.67, 1.35)  0.10
H (-0.10, -0.07, -2.17)  0.10
H (-2.31, -1.93, 1.08)  0.00
H (-1.66, -2.41, -0.35)  -0.04

E_HOMO ... -8.95 eV
Orbital gap ... 0.3604 hartree
Net charge ... 0

***

No. 3
Below is a molecular structure, C22H26AsN6O10PS2Ti, with properties calculated with ωB97M-V with the def2-TZVPD basis set.

Last column: Löwdin charge in e.
Geometry (Å):
Ti (0.34, -0.05, -0.45)  1.02
C (-0.78, -2.79, 2.90)  0.00
C (-0.76, -1.79, 1.79)  -0.26
N (0.27, -1.09, 1.48)  -0.09
N (1.46, -1.36, 2.12)  -0.04
C (1.78, -0.47, 3.04)  -0.98
N (3.00, -0.70, 3.64)  0.04
S (0.86, 0.88, 3.52)  0.51
C (-1.98, -1.50, 1.01)  -0.20
C (-3.23, -2.03, 1.34)  0.01
C (-4.33, -1.65, 0.59)  -0.03
C (-4.16, -0.75, -0.45)  -0.02
C (-2.88, -0.26, -0.71)  -0.09
N (-1.83, -0.63, 0.00)  0.03
H (0.24, -3.07, 3.14)  0.08
H (-1.23, -2.35, 3.79)  0.10
H (-1.35, -3.67, 2.62)  0.08
H (3.33, -1.65, 3.61)  0.09
H (3.14, -0.20, 4.50)  0.07
H (-3.33, -2.71, 2.16)  0.11
H (-5.31, -2.04, 0.82)  0.12
H (-4.99, -0.42, -1.06)  0.12
H (-2.70, 0.44, -1.51)  0.12
O (0.30, 5.84, 0.07)  0.14
C (-0.77, 5.39, 0.72)  -0.49
O (-1.58, 6.12, 1.21)  0.11
C (-0.92, 3.91, 0.82)  -0.02
C (-1.96, 3.28, 1.47)  0.04
N (-1.77, 1.95, 1.33)  0.06
N (-0.64, 1.68, 0.67)  0.02
C (-0.13, 2.85, 0.35)  -0.13
C (1.16, 2.75, -0.37)  -0.49
O (1.78, 3.72, -0.77)  0.13
O (1.56, 1.51, -0.47)  -0.23
H (0.87, 5.12, -0.29)  0.08
H (-2.79, 3.69, 2.01)  0.15
H (-2.27, 1.21, 1.79)  0.16
O (1.04, -1.59, -3.70)  -0.34
As (-0.13, -2.53, -2.72)  1.20
O (-1.59, -1.51, -3.14)  -0.33
O (0.19, -1.82, -1.19)  -0.67
C (-1.69, -0.84, -4.32)  -0.35
C (-2.30, -1.48, -5.39)  -0.02
C (-2.48, -0.84, -6.60)  -0.07
C (-2.05, 0.47, -6.76)  -0.07
C (-1.44, 1.12, -5.71)  -0.05
C (-1.25, 0.48, -4.48)  -0.19
S (-0.46, 1.50, -3.26)  0.54
O (-1.32, 2.64, -3.06)  -0.26
O (0.89, 1.73, -3.68)  -0.25
O (-0.49, 0.65, -2.00)  -0.45
H (1.42, -2.12, -4.40)  0.04
H (-2.64, -2.50, -5.24)  0.12
H (-2.95, -1.36, -7.42)  0.11
H (-2.18, 0.98, -7.71)  0.11
H (-1.11, 2.15, -5.81)  0.12
C (3.98, -0.05, 0.48)  -0.22
P (2.83, -0.68, -0.77)  0.85
C (3.25, -2.44, -0.88)  -0.24
C (3.43, 0.09, -2.29)  -0.22
H (5.00, -0.12, 0.09)  0.06
H (3.89, -0.61, 1.40)  0.01
H (3.74, 1.00, 0.68)  0.06
H (4.28, -2.57, -1.20)  0.05
H (2.59, -2.95, -1.58)  0.01
H (3.11, -2.88, 0.11)  0.04
H (4.40, -0.33, -2.56)  0.06
H (3.53, 1.16, -2.11)  0.06
H (2.72, -0.05, -3.11)  0.02

E_HOMO ... -7.62 eV
Orbital gap ... 0.2372 hartree
Net charge ... 0

***

| no. | F_max (Eh/bohr) |
| --- | --- |
| 1 | 0.1279 |
| 2 | 0.0662 |
| 3 | 0.0123 |